59
Properties=species:S:1:pos:R:3:forces:R:3:lowdin_charge:R:1 method="wB97M-V/def2-TZVPD" gap_ha="0.2573 / 0.3501" s2=12.009 total_charge=+1 spin_multiplicity=7
V -23.558 4.163 -0.701 0.289 1.033 -0.814 0.965
V -21.420 6.422 -1.396 -2.528 -0.325 0.302 1.124
O -22.237 5.518 0.258 0.383 0.215 -0.866 -0.404
H -22.674 6.027 0.952 0.205 -0.081 0.028 0.024
O -22.738 5.208 -2.377 0.895 -0.181 0.305 -0.407
H -22.673 4.837 -3.264 0.208 0.218 0.133 -0.018
B -25.640 5.859 0.188 -0.664 -0.050 0.134 -1.187
F -25.225 7.065 0.727 0.324 -0.179 -0.042 0.163
F -26.989 5.664 0.232 0.374 0.089 -0.172 0.197
F -25.111 5.777 -1.157 0.070 -0.154 0.204 0.059
F -24.968 4.738 0.837 0.059 -0.070 0.247 0.039
C -21.585 1.529 -3.010 0.056 -0.174 0.377 -0.040
C -22.005 1.463 -1.552 0.161 -0.392 0.079 -0.440
C -21.233 0.428 -0.746 0.221 0.171 -0.222 -0.031
O -21.870 2.772 -0.929 -0.319 -0.471 -0.016 -0.126
H -21.890 0.605 -3.503 -0.031 0.080 -0.152 0.100
H -20.496 1.591 -3.092 -0.014 0.118 -0.028 0.090
H -22.046 2.388 -3.495 -0.019 -0.033 -0.129 0.059
H -23.065 1.217 -1.492 -0.053 0.235 0.021 0.128
H -21.358 -0.568 -1.172 -0.153 0.020 0.030 0.095
H -21.559 0.423 0.292 -0.019 -0.054 0.022 0.090
H -20.156 0.630 -0.780 -0.088 0.099 0.053 0.092
H -20.928 2.934 -0.819 -0.047 0.200 0.251 0.116
C -21.776 5.475 -7.049 -0.205 0.175 0.116 -0.045
C -21.454 4.606 -5.855 0.059 0.172 0.217 -0.494
C -20.893 3.261 -6.263 0.480 -0.076 -0.082 -0.050
O -20.501 5.336 -5.044 -0.371 -0.161 0.033 -0.064
H -22.398 6.322 -6.755 0.054 0.035 -0.032 0.079
H -22.319 4.902 -7.799 0.010 0.009 -0.035 0.090
H -20.852 5.860 -7.478 0.017 -0.078 -0.082 0.093
H -22.377 4.459 -5.269 0.090 -0.043 0.000 0.112
H -20.196 3.386 -7.096 -0.036 -0.017 0.021 0.094
H -21.668 2.561 -6.570 -0.079 0.051 -0.011 0.089
H -20.322 2.804 -5.449 -0.160 -0.059 0.021 0.066
H -20.056 4.690 -4.487 0.109 -0.032 -0.044 0.068
C -25.346 2.322 -4.135 -0.196 -0.524 0.088 -0.037
C -25.512 3.424 -3.114 -0.762 -0.244 -0.374 -0.436
C -26.979 3.796 -2.966 0.031 0.209 0.324 -0.024
O -24.988 2.979 -1.826 0.381 0.254 -0.241 -0.120
H -24.322 1.969 -4.260 0.077 0.232 -0.024 0.067
H -25.753 2.642 -5.092 0.129 0.032 -0.070 0.095
H -25.943 1.453 -3.828 0.037 0.073 -0.040 0.096
H -24.959 4.305 -3.429 0.288 0.055 0.448 0.126
H -27.590 2.930 -2.699 0.087 -0.074 -0.058 0.096
H -27.365 4.203 -3.900 0.036 -0.020 -0.031 0.096
H -27.109 4.544 -2.184 0.020 0.002 -0.062 0.076
H -25.401 2.133 -1.621 -0.062 0.037 0.153 0.123
C -23.925 8.344 -3.370 0.577 -0.364 0.049 -0.037
C -23.513 8.971 -2.051 -0.599 0.501 -0.171 -0.421
C -24.663 9.679 -1.335 -0.123 -0.592 -0.337 -0.025
O -22.949 7.950 -1.187 0.930 -0.304 0.290 -0.143
H -23.045 7.898 -3.853 -0.082 0.108 -0.009 0.076
H -24.324 9.095 -4.048 -0.167 -0.019 0.019 0.092
H -24.621 7.522 -3.204 -0.243 0.173 -0.007 0.083
H -22.725 9.705 -2.229 0.173 -0.181 0.127 0.143
H -25.076 10.434 -2.003 0.169 0.197 0.129 0.093
H -24.351 10.112 -0.389 0.041 0.139 -0.031 0.093
H -25.487 8.983 -1.145 0.149 -0.066 0.074 0.090
H -23.642 7.573 -0.617 -0.169 0.084 -0.113 0.073